(1)
Density functional theory data (wB97M-V/def2-TZVPD) for a molecular structure, C44H35BaCl2N3O6PSSe.

Each line ends with the Löwdin charge.
Geometry (Å):
Ba -0.2895 0.0554 0.2967  1.84
Se 0.8627 5.2638 0.1271  0.61
Cl -2.4624 2.8940 -0.1213  0.48
Cl -2.6768 2.9795 -3.0451  0.52
S 6.2059 1.9664 -6.7284  1.01
P -2.4178 -1.4010 -2.4894  0.78
O 2.1290 2.5012 3.4683  -0.02
O 8.4685 3.1831 -6.6052  -0.02
O 0.4490 1.5886 2.3066  -0.24
O -2.3371 -0.7135 -1.1605  -0.56
O 0.8787 -2.1855 -0.2158  -0.27
O 2.8731 -2.9272 -0.9365  0.01
N 2.1163 -0.3758 1.3885  0.00
N 0.4498 4.8098 2.8985  0.14
N -0.6067 6.5917 2.2162  -0.08
C 3.9135 0.4175 2.6684  0.00
C 3.8306 2.6729 -5.5443  -0.11
C 2.5926 0.5135 2.2487  -0.18
C -3.5391 -4.9408 -0.8845  -0.08
C -1.0167 -1.1586 -3.5721  -0.28
C 1.2921 -1.6123 -4.0816  -0.05
C -3.9112 -0.8707 -3.3513  -0.27
C 0.2045 5.5691 1.8096  -0.75
C -0.9942 5.6899 6.1982  -0.10
C 1.2334 -0.7083 -5.1327  -0.08
C -3.3143 -3.5925 -1.1102  -0.06
C -4.7017 0.0952 -2.7393  -0.09
C -1.0665 -0.2372 -4.6176  -0.08
C -5.4749 -0.9992 -5.1767  -0.08
C 1.8644 1.5019 -2.6005  -0.21
C 2.8468 -1.3277 0.8242  -0.19
C -1.6214 7.2420 4.4409  -0.02
C -2.6053 -3.1791 -2.2362  -0.25
C -1.6881 3.4207 -1.6360  -1.02
C 0.1715 -1.8406 -3.2996  -0.08
C 4.1877 -1.4520 1.1647  0.00
C 5.0255 0.8857 -4.4779  -0.10
C 4.7061 -0.5794 2.1133  -0.05
C -1.1332 7.6289 1.3625  -0.05
C 2.1477 -2.2432 -0.2174  -0.66
C -3.0602 -5.8863 -1.7825  -0.09
C 1.6390 1.6397 2.7213  -0.64
C 0.9411 1.3867 -1.7997  -0.18
C -4.3024 -1.4184 -4.5711  -0.08
C -6.2627 -0.0306 -4.5640  -0.09
C -0.1974 5.3230 4.0025  -0.17
C -5.8772 0.5152 -3.3496  -0.08
C 7.2247 3.5841 -4.6128  -0.04
C 4.9420 1.8325 -5.4951  -0.59
C -2.3563 -5.4802 -2.9063  -0.08
C -2.1312 -4.1298 -3.1346  -0.07
C -0.8754 6.4651 3.5700  -0.17
C 7.4542 2.9959 -5.9808  -0.75
C -0.2430 4.9142 5.3248  0.00
C 0.0576 -0.0175 -5.3970  -0.07
C 2.8342 2.5796 -4.5905  -0.03
C 2.9117 1.6361 -3.5540  -0.27
C 4.0318 0.7914 -3.5202  -0.03
C -1.6704 6.8314 5.7671  -0.11
H 5.8777 0.2177 -4.4363  0.11
H 0.2862 4.0292 5.6500  0.12
H -2.2420 7.4102 6.4810  0.09
H -1.5940 4.4981 -1.5955  -0.01
H -2.1436 8.1278 4.1039  0.10
H 2.1183 -0.5140 -5.7269  0.11
H 5.7442 -0.6651 2.4127  0.10
H 7.7270 4.5488 -4.5825  0.08
H 1.9741 3.2349 -4.6337  0.12
H -1.5667 -3.8200 -4.0052  0.11
H 1.0262 3.9583 2.9068  0.10
H -7.1773 0.3002 -5.0401  0.10
H -5.7749 -1.4242 -6.1259  0.10
H -4.0809 -5.2541 -0.0014  0.10
H -2.2237 7.6248 1.3972  0.09
H 2.2136 -2.1238 -3.8337  0.11
H -0.7932 7.4223 0.3501  0.03
H -1.0547 5.3994 7.2390  0.10
H 7.7001 2.9223 -3.8856  0.09
H 0.2511 -2.5120 -2.4500  0.10
H -0.7296 2.9093 -1.7146  -0.06
H -3.2281 -6.9404 -1.6014  0.10
H 4.0970 0.0489 -2.7345  0.12
H -6.4820 1.2772 -2.8752  0.10
H 4.7926 -2.2126 0.6912  0.11
H -1.9714 0.3247 -4.8122  0.09
H -1.9688 -6.2127 -3.6025  0.10
H -3.6875 -2.1708 -5.0523  0.11
H 3.7585 3.4088 -6.3363  0.10
H 4.2922 1.1267 3.3908  0.11
H 6.1760 3.6809 -4.3445  0.07
H -0.7630 8.6058 1.6785  0.09
H -4.3777 0.5250 -1.8001  0.09
H -3.6726 -2.8538 -0.4040  0.11
H 0.0219 0.7098 -6.1981  0.10

Forces on atoms 1 to 6 (eV/Å):
Ba -0.3 0.4 0.0
Se -0.1 0.1 0.1
Cl 0.0 0.0 0.0
Cl 0.0 0.0 0.0
S 0.0 -0.1 0.0
P 0.0 -0.1 0.1

Properties
Energy relative to the best compared isomer or geometry (same formula, charge and spin) ... 2.6 kcal/mol
DFT total energy ... -6400.55831 a.u.
E_HOMO ... -5.1099 eV
Net charge ... -1
F_max ... 0.016 hartree/bohr
HOMO-LUMO gap ... 7.107 eV


(2)
Density functional theory data (wB97M-V/def2-TZVPD) for a molecular structure, C44H35F9OP2Se4Zr.

Each line ends with the Löwdin charge.
Geometry (Å):
Zr -2.1062 1.9870 0.6700  0.64
Se -3.1231 0.6630 -1.3521  0.52
Se -2.7499 4.2251 2.3557  0.00
Se -3.5042 4.2254 0.1150  -0.01
Se -3.5218 2.1010 2.9435  0.08
P -2.3424 -1.2109 2.5186  1.08
P 0.8707 1.3216 -0.9852  1.12
F 5.0860 -1.4221 3.4843  0.14
F 6.0126 0.5244 3.2665  0.15
F 0.4598 7.3312 -3.8649  0.15
F 4.3882 0.2544 4.6586  0.14
F 4.3491 -0.5568 -6.4566  0.14
F 2.3566 -0.5308 -7.3005  0.14
F 3.0643 -2.2787 -6.2351  0.14
F 2.1080 7.7874 -2.5381  0.14
F 0.0694 7.9117 -1.8210  0.15
O -0.2604 2.2935 1.7224  -0.25
C -2.4599 -1.4258 -3.2775  -0.52
C 2.6317 -0.3249 -2.5518  -0.05
C 1.1000 1.0923 -3.7327  -0.09
C -3.7997 -4.5306 4.5132  -0.08
C -0.2210 -2.7399 1.3623  -0.10
C -4.1448 -1.7802 4.5135  -0.10
C 1.5589 0.5950 -4.9405  0.00
C 1.6189 0.6326 -2.5207  -0.33
C -0.2129 3.7254 -1.7026  -0.12
C -3.0781 -3.7421 3.6262  -0.09
C -3.2412 -2.3584 3.6212  -0.38
C 0.9470 5.7594 -2.1845  -0.11
C 2.7950 1.9490 1.0339  -0.06
C -3.1893 -0.6767 -4.3861  -0.10
C 0.2759 -3.6388 0.4238  -0.09
C 1.2062 0.1978 5.1574  -0.06
C 0.9015 7.2030 -2.6001  -0.59
C 0.8023 0.9289 4.0545  -0.01
C -2.3962 -2.9093 0.3608  -0.12
C 3.6819 1.5906 2.0354  0.00
C 4.8375 -0.1048 3.4398  -0.58
C 2.2367 -0.3604 0.7115  -0.10
C -0.7451 1.1940 2.1214  -0.51
C 3.0893 -0.8304 -3.7597  0.00
C 2.1840 3.7995 -1.5728  -0.07
C -1.8172 -0.4795 -2.2727  -0.59
C 2.1627 5.1294 -1.9528  0.01
C -0.5135 -1.4440 4.7067  -0.06
C 0.5468 -0.9836 5.4779  -0.05
C -0.2434 5.0624 -2.0733  0.00
C 3.0736 -0.9324 -6.2416  -0.59
C -0.9250 -0.7303 3.5874  -0.31
C 3.8599 0.2534 2.3595  -0.12
C -0.5655 -4.1887 -0.5309  -0.09
C -0.2540 0.4640 3.2743  -0.25
C 0.9916 3.0944 -1.4058  -0.37
C -1.9083 -3.8278 -0.5538  -0.09
C 2.0981 0.9735 0.3221  -0.35
C 3.1204 -0.7240 1.7162  0.00
C -1.5614 -2.3668 1.3407  -0.38
C -4.6833 -3.9442 5.4080  -0.09
C -1.3660 -2.3135 -3.8714  -0.07
C -4.8537 -2.5665 5.4088  -0.08
C 2.5485 -0.3762 -4.9507  -0.12
H -1.1904 5.5494 -2.2666  0.13
H 1.2848 1.8615 3.7904  0.12
H 1.6422 -1.1303 0.2308  0.09
H -3.1794 -2.0555 -2.7441  0.12
H 3.0827 -0.6757 -1.6395  0.09
H -4.2944 -0.7074 4.5062  0.08
H -2.4860 -0.0404 -4.9347  0.08
H 0.3301 1.8568 -3.7430  0.11
H -2.5734 -4.2507 -1.2973  0.11
H -5.2447 -4.5603 6.0994  0.10
H -1.2537 -1.0395 -1.5300  0.04
H -2.3864 -4.2090 2.9354  0.10
H -1.0241 -2.3586 4.9840  0.11
H 1.1428 0.9606 -5.8699  0.13
H 0.8585 -1.5527 6.3465  0.11
H -5.5484 -2.1043 6.0997  0.11
H -0.6354 -1.7028 -4.4130  0.07
H 0.4419 -2.3401 2.1217  0.09
H -1.1231 0.1745 -2.7935  0.01
H -3.4399 -2.6141 0.3199  0.11
H 4.2385 2.3548 2.5651  0.13
H 1.3215 -3.9250 0.4557  0.10
H -0.1804 -4.8964 -1.2555  0.11
H 2.0282 0.5437 5.7708  0.10
H 3.0865 5.6797 -2.0712  0.12
H -0.8256 -2.8609 -3.0964  0.06
H 3.1345 3.3062 -1.4153  0.12
H 3.2337 -1.7639 1.9942  0.12
H -1.1442 3.1650 -1.6983  0.03
H 3.8761 -1.5750 -3.7708  0.13
H -3.6673 -5.6060 4.5048  0.10
H -3.6294 -1.3757 -5.1007  0.08
H 2.6450 2.9951 0.8147  0.10
H -1.7831 -3.0358 -4.5773  0.08
H -3.9834 -0.0384 -3.9976  0.04

Forces on atoms 1 to 6 (eV/Å):
Zr -0.6 0.5 0.2
Se -0.1 0.1 0.2
Se 0.0 -0.1 -0.3
Se 0.2 -0.1 0.0
Se 0.0 -0.2 -0.3
P -0.1 0.1 0.0

Properties
Energy relative to the best compared isomer or geometry (same formula, charge and spin) ... 10.2 kcal/mol
DFT total energy ... -13007.39949 a.u.
E_HOMO ... -7.4900 eV
F_max ... 0.016 hartree/bohr
HOMO-LUMO gap ... 6.644 eV